[1]
67
Properties=species:S:1:pos:R:3:forces:R:3:nbo_charge:R:1 method="wB97M-V/def2-TZVPD" total_charge=-1 fmax_ev_per_a=9.19 molar_mass_da=566.5 homo_ha=-0.189
S 0.1864 -4.5822 5.3990 -0.9 3.4 -1.2 0.027
C -0.3311 -3.0332 4.8139 1.5 -3.2 0.6 -0.067
S -1.4761 -3.0280 3.3342 0.8 0.7 0.8 0.219
C -0.8198 -4.0573 1.9136 0.0 -0.8 -1.6 -0.526
C -2.0404 -4.1159 0.7732 -0.1 0.4 0.7 -0.423
C -1.4365 -4.6994 -0.6340 -0.1 -1.3 1.1 -1.028
Nb -1.0963 -3.0672 -2.1955 -0.7 -1.5 1.2 1.936
N 0.2314 -1.8387 5.5431 -1.7 1.7 -1.8 -0.582
C -0.8026 -0.7979 5.8922 -2.2 4.3 1.2 0.183
C -2.4287 -1.0403 6.0366 0.6 2.1 0.2 -0.279
C -3.5379 0.1201 6.4047 4.4 1.7 -0.2 -0.210
C -3.0346 1.6919 6.6727 3.3 -3.9 -1.0 -0.271
C -1.4112 1.9402 6.5839 -1.2 -2.9 -0.6 -0.222
C -0.2927 0.7638 6.2073 -4.3 -0.4 0.3 -0.261
C 1.4515 -1.2647 4.8588 4.3 1.7 -1.8 0.136
C 2.8609 -1.1021 5.7415 0.4 1.2 -2.8 -0.223
C 4.2573 -0.4564 5.1185 -3.7 -0.1 -3.2 -0.244
C 4.2787 0.0449 3.5319 -4.1 -2.1 2.2 -0.231
C 2.8817 -0.1564 2.6425 -0.3 -0.8 3.2 -0.221
C 1.4845 -0.7854 3.2679 3.2 0.2 3.0 -0.220
H 0.0674 -3.4600 1.4374 -1.5 -1.4 1.0 0.244
H -0.5720 -5.1714 2.1755 -0.2 2.4 -0.2 0.239
H -2.4541 -3.0030 0.6699 0.7 -2.4 0.2 0.218
H -2.9093 -4.8286 1.1642 1.8 1.7 -0.6 0.203
H -0.3953 -5.2004 -0.3914 -2.1 0.6 -0.5 0.230
H -2.1842 -5.5184 -1.0529 1.6 1.5 0.9 0.238
H -1.2053 -4.3980 -3.4693 0.4 0.0 -0.3 -0.445
H 0.7116 -3.3799 -2.1179 0.3 0.3 -0.2 -0.447
H -0.8397 -1.7695 -0.9615 0.5 0.6 0.4 -0.483
H -2.8666 -2.7085 -2.3216 -0.7 0.5 -0.2 -0.484
H -0.7609 -1.8807 -3.5194 0.1 0.1 -0.6 -0.417
H -2.8423 -2.1389 5.8270 1.0 2.7 0.5 0.245
H -4.6906 -0.0998 6.4613 2.7 0.2 -0.2 0.235
H -3.7859 2.5602 6.9135 1.7 -2.0 -0.5 0.234
H -0.9935 3.0417 6.7876 -1.0 -2.8 -0.5 0.225
H 0.8259 1.1061 6.1868 -2.4 -1.0 -0.1 0.251
H 2.9192 -1.4112 6.8900 -0.4 0.6 -2.8 0.241
H 5.2402 -0.3059 5.7422 -2.3 -0.5 -1.2 0.232
H 5.2538 0.5093 3.0832 -2.2 -1.0 0.8 0.235
H 2.8239 0.1918 1.5114 0.3 -0.8 2.7 0.246
H 0.4756 -0.9167 2.6685 2.4 0.4 1.1 0.271
O 1.2017 0.6467 -4.1203 -2.3 -2.5 -3.1 -0.840
P 0.1657 1.4565 -4.9376 2.7 7.0 5.3 2.315
O 1.2843 2.5179 -5.5390 0.4 -0.4 -0.9 -0.792
C 2.0400 2.0772 -6.6576 0.3 0.0 -0.2 -0.074
C 1.1826 1.9573 -7.9043 -0.2 0.0 -0.2 -0.634
O -0.3349 2.3095 -3.5938 -0.9 -0.7 -0.8 -0.830
C -0.1096 1.8354 -2.2735 0.2 -0.4 0.5 -0.068
C 1.2066 2.3619 -1.7250 0.1 0.2 0.0 -0.631
O -0.9920 2.3614 -5.8509 0.0 -3.2 -0.7 -0.791
C -1.6189 3.5520 -5.3819 -0.7 0.4 0.7 -0.041
C -0.6741 4.7235 -5.1444 0.4 -0.2 0.0 -0.639
H 2.5215 1.1185 -6.4238 0.0 0.1 0.0 0.183
H 2.8329 2.8122 -6.8267 -0.1 0.0 0.2 0.178
H 0.4308 1.1653 -7.7909 0.1 0.1 -0.1 0.204
H 1.7983 1.7196 -8.7768 0.0 0.0 0.1 0.208
H 0.6436 2.8934 -8.0958 0.1 -0.2 0.1 0.214
H -0.1661 0.7398 -2.2325 0.1 0.3 -0.1 0.223
H -0.9298 2.2073 -1.6508 0.0 0.1 -0.2 0.172
H 2.0388 2.1924 -2.4090 -0.1 -0.2 0.0 0.221
H 1.4406 1.8908 -0.7678 0.0 0.0 0.0 0.210
H 1.1458 3.4438 -1.5758 0.0 0.0 0.1 0.193
H -2.2241 3.3316 -4.4948 0.3 0.1 -0.1 0.192
H -2.3312 3.8479 -6.1605 0.2 -0.3 -0.2 0.176
H 0.0769 4.5121 -4.3784 -0.2 -0.1 -0.1 0.235
H -1.2387 5.5994 -4.8160 -0.1 -0.1 -0.1 0.206
H -0.1334 4.9728 -6.0623 -0.1 0.0 0.0 0.202

=====

[2]
94
Properties=species:S:1:pos:R:3:forces:R:3:lowdin_charge:R:1 method="wB97M-V/def2-TZVPD" fmax_ev_per_a=6.01 molar_mass_da=1163.4 multiplicity=4 homo_ha="-0.334 / -0.339"
Hf 1.4767 -19.2240 -24.8162 5.2 3.1 0.1 2.242
C 4.4026 -22.5096 -23.3695 -1.3 0.2 -2.3 -0.720
F 5.0613 -21.5869 -24.0624 0.4 -0.6 -0.3 0.132
F 4.8616 -23.7405 -23.5581 0.4 0.2 -0.3 0.165
F 4.4937 -22.2110 -22.1386 0.2 0.5 3.1 0.187
S 2.6050 -22.5752 -23.9292 -1.2 -5.4 -0.1 0.597
O 1.9162 -23.3914 -22.9007 1.6 1.8 -1.6 -0.300
O 2.0143 -21.2165 -23.9295 -1.4 3.8 -1.1 -0.444
O 2.6674 -23.1708 -25.2626 0.1 1.4 1.5 -0.283
C 6.0797 -18.4386 -25.7617 -0.9 -1.3 -0.4 -0.597
F 7.2151 -18.4514 -26.4653 -0.6 0.3 -0.2 0.136
F 6.3987 -18.9910 -24.5767 -0.5 0.7 0.1 0.077
F 5.6363 -17.1729 -25.6437 0.5 -0.7 0.4 0.119
S 4.7052 -19.5464 -26.6204 0.9 0.0 -3.9 0.605
O 3.6088 -19.7358 -25.6126 -0.9 -0.6 0.7 -0.477
O 4.2444 -18.7307 -27.7498 1.0 -1.0 1.8 -0.320
O 5.4283 -20.7758 -27.0181 -1.4 2.1 1.8 -0.298
C -0.4174 -16.6570 -21.6459 -0.2 0.3 -0.6 -0.712
F 0.3522 -17.4146 -20.9505 1.6 -1.5 0.4 0.200
F -1.5431 -16.5841 -21.0343 -2.9 -0.8 0.2 0.204
F 0.0332 -15.4275 -21.5895 1.3 1.2 -1.3 0.173
S -0.5641 -17.3248 -23.4910 -2.7 -1.4 -1.5 0.654
O -1.8194 -16.8813 -24.1046 2.6 0.1 1.8 -0.248
O 0.7294 -17.0554 -24.1042 1.3 1.5 -0.9 -0.385
O -0.4820 -18.8343 -23.5425 -0.3 -1.0 -0.1 -0.421
B 3.1019 -18.4740 -22.5570 1.9 -0.1 1.1 -1.353
F 3.3656 -17.5451 -21.5449 -0.4 -0.6 -0.9 0.161
F 3.2309 -18.0056 -23.8702 -0.7 1.4 -1.3 0.090
F 3.8692 -19.5915 -22.5520 1.2 -0.5 1.2 0.191
F 1.7903 -18.9351 -22.5669 -1.9 -0.4 0.0 0.074
F 2.2012 -17.7265 -26.5093 -2.7 -2.6 3.1 -0.481
C 7.3397 -19.9427 -21.3413 -0.6 0.7 0.0 -1.473
Cl 7.6486 -20.2415 -19.6300 0.2 0.0 -0.2 0.567
Cl 8.2030 -21.0501 -22.3816 0.1 0.5 0.1 0.605
Cl 7.6181 -18.1372 -21.6682 0.1 -1.2 0.0 0.495
H 6.2737 -20.0758 -21.5260 0.2 0.0 0.0 -0.011
C 2.4471 -22.3025 -18.7304 -1.0 0.4 -0.2 -0.033
C 3.1656 -21.2410 -17.9147 2.4 -0.7 -1.4 -0.494
C 3.9858 -20.4127 -18.9950 0.1 -0.1 1.2 -0.114
C 4.4908 -19.0062 -18.5902 0.7 -1.4 -0.4 -0.210
C 3.4515 -18.1757 -17.9265 -0.4 -1.1 -1.5 -0.149
C 2.6663 -18.9449 -16.8170 1.1 0.8 -1.2 -0.523
N 2.2618 -20.3398 -17.2172 -2.2 -2.0 4.1 0.000
O 1.4854 -21.0358 -16.2057 2.8 2.9 -3.7 -0.021
C 3.4013 -18.8174 -15.5450 1.9 -0.1 1.4 -0.047
C 1.5195 -18.0668 -16.6296 -3.7 0.2 -0.1 -0.081
C 4.2231 -21.9671 -17.0284 -0.3 1.0 0.6 -0.020
H 1.8321 -21.7182 -19.4148 -0.4 -0.5 -0.3 0.086
H 1.8204 -22.9955 -18.1691 0.0 0.3 0.2 0.087
H 3.1351 -22.9129 -19.3154 0.2 0.3 0.0 0.092
H 4.9068 -20.9632 -19.1866 -0.2 -0.4 -0.2 0.081
H 3.4266 -20.3879 -19.9303 -0.1 0.3 0.0 0.106
H 4.8326 -18.6601 -19.5656 0.1 0.9 0.1 0.085
H 5.3855 -19.0645 -17.9704 0.1 -0.3 0.1 0.093
H 2.7693 -17.9676 -18.7507 -0.6 0.3 0.1 0.113
H 3.8664 -17.2141 -17.6241 -0.2 -0.1 0.6 0.113
H 2.8759 -19.2682 -14.7030 0.2 -0.1 -0.1 0.099
H 4.4503 -19.1094 -15.5934 0.0 -0.8 0.1 0.082
H 3.5449 -17.7566 -15.3397 -0.5 0.2 0.1 0.090
H 1.7634 -17.0099 -16.5227 0.3 -0.2 0.1 0.097
H 0.8402 -18.1454 -17.4785 0.0 0.1 -0.3 0.092
H 0.8919 -18.3927 -15.8001 0.1 0.1 0.3 0.094
H 4.9107 -22.6031 -17.5860 -0.3 0.1 -0.4 0.085
H 3.7686 -22.5761 -16.2471 -0.1 0.2 0.0 0.084
H 4.8426 -21.1938 -16.5741 0.1 -0.1 0.4 0.066
C 5.7097 -10.5493 -20.8987 -1.5 -0.4 1.1 -0.034
C 5.9764 -11.9557 -21.3874 1.8 1.3 -1.2 -0.439
C 7.5168 -12.1636 -21.1803 0.1 -2.1 0.9 -0.115
C 7.9534 -13.6183 -21.2930 -0.7 -0.9 0.1 -0.171
C 7.0978 -14.5151 -20.3728 0.3 1.6 -0.2 -0.113
C 5.5763 -14.4033 -20.6954 0.3 -4.4 0.4 -0.429
N 5.2149 -13.0106 -20.5692 -3.2 1.2 -1.0 0.108
O 3.8210 -12.7257 -20.2876 4.6 -0.9 -1.0 0.271
C 5.2808 -15.2294 -22.0280 -0.2 1.1 -0.7 0.011
C 4.8696 -15.2771 -19.6049 -0.5 1.2 0.3 -0.022
C 5.5830 -12.0198 -22.8786 0.1 -1.2 0.2 0.009
H 6.2559 -9.7450 -21.3916 0.3 -0.5 -0.1 0.111
H 5.9063 -10.5610 -19.8266 0.0 0.5 0.1 0.098
H 4.6506 -10.3473 -21.0588 -0.2 0.3 0.2 0.092
H 8.2244 -11.6562 -21.8360 -0.9 0.9 -0.2 0.142
H 7.7425 -11.9377 -20.1381 0.0 0.7 0.0 0.123
H 9.0120 -13.7586 -21.0739 0.0 0.3 0.2 0.126
H 7.8567 -13.9785 -22.3172 -0.1 0.0 -0.2 0.108
H 7.1257 -14.1673 -19.3402 0.6 0.0 0.2 0.126
H 7.5145 -15.5221 -20.3915 -0.8 -0.2 -0.1 0.101
H 5.3539 -16.3130 -21.9358 0.0 0.2 1.1 0.057
H 4.2578 -15.0464 -22.3568 0.1 0.1 -0.2 0.100
H 5.9995 -15.0482 -22.8272 -0.2 0.6 0.0 0.077
H 5.4380 -16.1878 -19.4159 0.1 0.2 0.0 0.094
H 4.7826 -14.6516 -18.7165 0.2 -0.3 0.4 0.091
H 3.8494 -15.5867 -19.8318 0.0 0.1 -0.5 0.087
H 5.9802 -11.1342 -23.3746 -0.4 0.1 0.2 0.107
H 4.5049 -12.1499 -22.9723 0.0 0.5 -0.2 0.101
H 6.0324 -12.8712 -23.3897 0.0 -0.1 0.1 0.080

=====

[3]
76
Properties=species:S:1:pos:R:3:forces:R:3:lowdin_charge:R:1 method="wB97M-V/def2-TZVPD" fmax_ev_per_a=1.68 molar_mass_da=1338.4 smiles="[H]/N=C/CC1=C(CCOCC)C(=O)OC1=O.BrCCBr.BrCCBr.BrCCBr.BrCCBr.BrCCBr.BrCCBr" homo_ha=-0.351
C 0.9210 0.7584 -0.3781 0.3 0.2 0.3 -0.064
C 0.4096 1.5029 0.8485 0.3 -0.6 0.3 -0.299
O -0.8724 2.0788 0.6488 -0.1 0.3 -0.2 -0.163
C -0.9721 3.4047 1.1116 0.5 -0.2 0.5 -0.203
C -2.3946 3.7652 1.5030 -0.3 0.1 -0.3 -0.077
C -3.4296 3.1999 0.5983 0.0 0.5 -0.2 -0.071
C -3.9010 1.9648 0.4495 0.0 0.2 0.1 -0.048
C -3.4731 0.7517 1.2004 -0.8 -0.4 -0.3 -0.084
C -4.3946 -0.4246 1.0634 -0.1 -0.2 -0.2 -0.235
N -4.5351 -1.2602 1.9965 0.0 0.1 0.4 0.103
C -4.9690 2.0585 -0.5922 -0.8 -1.2 -0.4 -0.347
O -5.8672 1.2908 -0.8442 1.2 1.0 -0.1 0.136
O -4.8304 3.2701 -1.2493 -0.8 0.3 0.5 0.144
C -4.1738 4.0877 -0.3383 0.2 1.3 0.0 -0.357
O -4.2719 5.2906 -0.3250 0.2 -1.6 -0.3 0.164
H 1.6921 1.3492 -0.8584 0.0 0.1 -0.4 0.033
H 1.4119 -0.1530 -0.0554 0.0 -0.3 0.0 0.065
H 0.1428 0.5236 -1.0930 -0.2 -0.1 0.0 0.076
H 1.1596 2.2368 1.1546 -0.4 0.0 -0.1 -0.001
H 0.3336 0.8051 1.6842 -0.2 -0.1 0.1 0.118
H -0.5458 4.0998 0.3877 -0.2 0.1 -0.3 0.127
H -0.3581 3.5123 2.0070 0.1 0.1 0.2 0.123
H -2.4779 4.8442 1.4321 -0.1 0.3 0.2 0.122
H -2.6135 3.4737 2.5254 0.1 -0.2 0.2 0.131
H -3.3621 0.9725 2.2548 0.3 0.1 0.2 0.130
H -2.5102 0.4576 0.7956 0.3 0.0 0.0 0.125
H -4.9073 -0.5510 0.1154 0.0 0.0 -0.2 0.073
H -5.1725 -1.9935 1.6965 0.0 -0.1 0.0 0.043
Br 4.1924 0.9589 2.3505 -0.2 0.1 0.0 0.601
C 5.1947 2.3191 1.3877 0.0 -0.2 0.3 -0.684
C 4.5303 3.6632 1.4920 0.1 0.2 -0.3 -0.658
Br 2.9656 3.7493 0.3407 0.2 0.3 -0.1 0.702
H 5.2885 1.9744 0.3630 0.0 0.1 0.0 0.049
H 6.1782 2.3412 1.8524 0.0 0.0 0.0 0.064
H 5.1956 4.4507 1.1404 0.0 0.0 -0.1 0.038
H 4.1954 3.8952 2.4973 0.0 -0.1 0.0 0.055
Br 3.0732 -2.7379 2.3772 0.0 0.0 -0.1 0.590
C 4.7274 -3.7631 2.4034 -0.2 0.0 0.2 -0.693
C 5.8940 -2.9314 2.8633 0.0 0.0 -0.3 -0.759
Br 6.5046 -1.7186 1.4683 0.1 -0.1 0.0 0.595
H 4.8638 -4.1652 1.4049 0.0 0.0 0.0 0.051
H 4.5456 -4.5772 3.1025 0.0 0.0 0.0 0.035
H 6.7456 -3.5640 3.0833 0.0 -0.1 0.0 -0.003
H 5.6621 -2.3230 3.7299 -0.1 0.0 0.0 0.016
Br -3.9044 -2.1830 -4.5153 -0.1 -0.1 0.0 0.588
C -5.7447 -1.5448 -4.6015 0.3 0.3 0.0 -0.707
C -6.1794 -0.9385 -3.2954 -0.2 -0.1 0.1 -0.691
Br -6.5646 -2.3070 -1.9668 0.1 0.0 0.0 0.621
H -6.3588 -2.3835 -4.8979 -0.1 -0.1 0.0 -0.034
H -5.7505 -0.7936 -5.3886 0.0 0.0 0.0 0.062
H -7.1103 -0.3905 -3.4203 0.0 0.0 0.0 0.064
H -5.4339 -0.2816 -2.8623 0.0 0.0 0.0 0.030
Br 4.4481 -4.1689 6.3491 0.0 0.0 -0.1 0.640
C 6.0902 -5.2092 6.4389 -0.2 0.0 0.2 -0.686
C 7.2453 -4.3862 6.9431 0.2 0.0 -0.2 -0.677
Br 7.8924 -3.1708 5.5700 0.2 0.1 0.3 0.686
H 6.2629 -5.6057 5.4438 0.1 0.0 0.0 0.049
H 5.8783 -6.0281 7.1226 0.0 0.0 0.0 0.058
H 8.0888 -5.0275 7.1888 0.0 0.0 0.0 0.059
H 6.9905 -3.7789 7.8049 -0.1 0.0 0.0 0.052
Br -8.8685 -5.9886 -4.0469 0.0 0.1 0.0 0.608
C -8.8993 -5.7346 -5.9750 -0.1 -0.2 0.2 -0.701
C -7.5790 -6.0912 -6.6036 0.1 0.2 -0.2 -0.689
Br -6.2417 -4.7128 -6.2921 0.1 -0.2 0.0 0.659
H -9.1828 -4.7025 -6.1515 0.0 0.0 0.0 0.050
H -9.6839 -6.3935 -6.3402 0.0 0.0 0.0 0.056
H -7.6788 -6.1576 -7.6847 0.0 0.0 0.0 0.056
H -7.1673 -7.0189 -6.2211 0.0 0.0 0.0 0.050
Br 4.6930 6.9495 -1.0529 0.1 0.1 0.0 0.606
C 5.3650 6.5286 -2.8262 -0.2 0.0 0.1 -0.690
C 5.4558 5.0392 -3.0276 0.2 -0.1 -0.1 -0.692
Br 6.9822 4.2776 -2.0893 -0.1 0.0 0.1 0.603
H 6.3199 7.0322 -2.9317 0.0 -0.1 0.0 0.050
H 4.6487 6.9623 -3.5203 0.0 0.0 0.0 0.059
H 5.6155 4.8051 -4.0777 0.0 0.0 0.0 0.058
H 4.5761 4.5147 -2.6685 0.0 0.0 0.0 0.036